Computed, not measured: a molecular structure, C23H49BCl16NNbO4P2 in a non-equilibrium geometry, with the ωB97M-V functional and the def2-TZVPD basis.

XYZ file:
```
97
Properties=species:S:1:pos:R:3
C 0.626 4.398 5.148
C 0.590 4.445 3.732
C 0.196 4.495 2.121
Nb 0.710 2.565 0.988
B -1.228 2.860 -0.270
N -2.522 3.431 0.297
O -1.283 2.463 -1.722
C 1.786 3.783 -0.610
O 1.590 5.111 -0.844
O 2.770 3.130 -1.529
P 2.850 2.294 2.319
C 4.327 1.671 1.272
C 2.716 1.077 3.775
P -0.685 1.088 2.532
C -0.026 -0.712 2.176
O -0.440 1.442 4.222
H 0.657 4.719 6.297
H 0.900 5.344 1.662
H -0.906 4.876 1.925
H 1.053 1.051 -0.003
H -2.835 2.920 1.155
H -2.474 4.464 0.445
H -2.004 1.757 -1.748
H 4.458 2.284 0.272
H 4.243 0.514 0.999
H 5.332 1.860 1.889
H 3.819 0.906 4.198
H 2.132 1.617 4.651
H 2.303 0.014 3.520
H 0.274 -1.276 3.163
H 0.882 -0.656 1.404
H -0.878 -1.372 1.663
H -0.572 0.557 4.711
Cl -2.467 -2.361 3.241
C -2.821 -4.029 2.724
C -1.590 -4.920 2.778
Cl -0.384 -4.477 1.544
H -3.246 -3.989 1.716
H -3.589 -4.414 3.402
H -1.875 -5.959 2.583
H -1.106 -4.879 3.758
Cl -2.169 1.051 -4.067
C -0.927 2.187 -4.651
C -0.614 1.986 -6.125
Cl 0.225 0.445 -6.432
H -0.035 2.063 -4.029
H -1.319 3.195 -4.487
H 0.050 2.783 -6.475
H -1.522 2.007 -6.736
Cl -1.298 6.670 -1.760
C -0.114 6.981 -3.054
C -0.720 6.817 -4.438
Cl -1.119 5.120 -4.802
H 0.737 6.309 -2.904
H 0.238 8.009 -2.921
H -0.004 7.144 -5.199
H -1.631 7.413 -4.552
Cl -4.572 8.181 -3.803
C -4.824 6.583 -3.057
C -6.286 6.165 -3.077
Cl -7.286 7.161 -1.990
H -4.429 6.618 -2.037
H -4.225 5.869 -3.629
H -6.380 5.130 -2.733
H -6.709 6.229 -4.084
Cl 1.182 -3.533 -1.430
C 0.828 -5.200 -1.947
C 2.059 -6.091 -1.893
Cl 3.265 -5.649 -3.127
H 0.403 -5.160 -2.955
H 0.060 -5.585 -1.269
H 1.773 -7.130 -2.088
H 2.543 -6.050 -0.913
Cl -1.995 -8.637 0.406
C -2.365 -9.688 1.796
C -3.655 -9.285 2.493
Cl -3.506 -7.722 3.334
H -1.511 -9.659 2.481
H -2.454 -10.707 1.407
H -3.914 -10.029 3.253
H -4.488 -9.214 1.788
Cl 3.433 -8.411 -5.368
C 4.676 -7.275 -5.952
C 4.989 -7.476 -7.426
Cl 5.828 -9.017 -7.733
H 5.568 -7.399 -5.330
H 4.284 -6.267 -5.788
H 5.653 -6.679 -7.776
H 4.081 -7.455 -8.037
Cl 0.482 1.738 7.277
C 1.770 1.703 8.507
C 2.486 3.039 8.626
Cl 3.463 3.410 7.184
H 2.463 0.896 8.250
H 1.292 1.450 9.458
H 3.174 3.016 9.477
H 1.781 3.861 8.781
```

- Total charge: -2
- Kohn-Sham gap: 3.1 eV

Computed, not measured: 4 unconnected molecules or ions with the total composition C23H49ClO13 in a non-equilibrium geometry, with the ωB97M-V functional and the def2-TZVPD basis.

XYZ file:
```
86
Properties=species:S:1:pos:R:3
C 0.298 -3.131 2.034
O 0.726 -1.786 1.663
C 0.982 -1.679 0.245
C 2.510 -1.908 -0.179
O 3.242 -3.012 0.401
C 3.788 -2.419 1.603
O 3.937 -2.965 2.707
O 4.118 -1.026 1.412
C 3.586 -0.755 0.089
Cl 5.024 -1.263 -0.999
H 0.589 -3.931 1.268
H 0.751 -3.475 3.037
H -0.855 -3.091 2.090
H 0.345 -2.475 -0.295
H 0.567 -0.648 -0.079
H 2.438 -1.898 -1.329
H 3.338 0.317 -0.203
C 6.142 -3.971 -4.865
O 4.752 -4.223 -4.965
C 3.970 -3.372 -4.135
C 2.712 -2.897 -4.860
O 2.951 -1.969 -5.920
C 3.569 -2.482 -7.103
C 2.716 -3.475 -7.889
O 2.672 -4.733 -7.229
C 1.419 -5.385 -7.350
H 6.540 -4.406 -3.944
H 6.632 -4.441 -5.720
H 6.357 -2.898 -4.903
H 4.541 -2.506 -3.795
H 3.673 -3.961 -3.257
H 2.100 -2.353 -4.133
H 2.100 -3.730 -5.203
H 4.555 -2.888 -6.880
H 3.734 -1.608 -7.742
H 3.158 -3.634 -8.877
H 1.710 -3.058 -8.019
H 0.596 -4.704 -7.116
H 1.396 -6.207 -6.633
H 1.302 -5.786 -8.360
C -7.404 -1.173 0.321
O -6.454 -0.710 1.263
C -6.231 -1.627 2.329
C -4.747 -1.716 2.681
O -3.939 -2.363 1.695
C -3.716 -1.654 0.474
C -2.884 -0.381 0.617
O -3.652 0.655 1.212
C -2.893 1.485 2.077
H -8.417 -1.052 0.715
H -7.301 -0.572 -0.585
H -7.223 -2.219 0.052
H -6.606 -2.624 2.086
H -6.781 -1.250 3.200
H -4.660 -2.337 3.578
H -4.333 -0.745 2.948
H -4.657 -1.463 -0.041
H -3.155 -2.347 -0.162
H -2.571 -0.035 -0.373
H -1.988 -0.605 1.211
H -2.293 0.890 2.769
H -3.588 2.089 2.662
H -2.249 2.146 1.491
C -2.327 7.862 5.078
O -1.178 7.039 5.167
C -1.462 5.735 5.660
C -0.684 4.670 4.888
O -1.124 4.470 3.543
C -0.838 5.513 2.608
C 0.647 5.716 2.313
O 1.293 6.360 3.403
C 2.618 5.903 3.616
H -2.604 8.233 6.069
H -2.086 8.711 4.436
H -3.168 7.327 4.624
H -2.530 5.510 5.611
H -1.148 5.711 6.711
H -0.850 3.713 5.392
H 0.391 4.844 4.925
H -1.319 6.444 2.908
H -1.323 5.204 1.676
H 0.759 6.359 1.434
H 1.105 4.743 2.096
H 2.662 4.811 3.623
H 2.947 6.264 4.591
H 3.280 6.302 2.843
```

- Structure (SMILES): COC[C@@H]1OC(=O)O[C@H]1Cl.COCCOCCOC.COCCOCCOC.COCCOCCOC
- Kohn-Sham gap: 9.4 eV

Computed, not measured: 6 unconnected molecules or ions with the total composition C23H49I2O15PS in a non-equilibrium geometry, with the ωB97M-V functional and the def2-TZVPD basis.

XYZ file:
```
91
Properties=species:S:1:pos:R:3
C -2.867 -1.062 -1.197
C -2.530 -2.198 -0.185
C -1.064 -2.140 0.253
C -0.778 -2.556 1.711
C -1.601 -3.749 2.193
P -0.779 -1.004 2.819
S -2.711 -1.426 3.711
I 1.665 -0.617 2.080
C -1.351 0.666 2.036
I -3.204 1.320 3.028
C -0.332 1.837 2.194
C -0.935 3.267 2.203
H -3.429 -1.455 -2.042
H -1.957 -0.636 -1.620
H -3.465 -0.284 -0.727
H -3.246 -2.097 0.628
H -2.780 -3.124 -0.697
H -0.507 -2.840 -0.372
H -0.627 -1.168 0.028
H 0.251 -2.896 1.733
H -1.439 -3.952 3.244
H -2.651 -3.720 1.932
H -1.190 -4.622 1.673
H -0.268 -1.110 4.122
H -3.562 -1.872 2.773
H -1.586 0.563 0.980
H 0.210 1.759 3.132
H 0.354 1.858 1.356
H -1.703 3.402 1.448
H -1.233 3.591 3.193
H -0.110 3.924 1.906
C 4.301 5.526 -2.343
O 3.813 4.234 -1.973
C 3.881 3.991 -0.657
O 4.300 4.748 0.177
O 3.403 2.767 -0.434
C 3.410 2.363 0.941
H 4.194 5.607 -3.421
H 3.714 6.310 -1.868
H 5.353 5.629 -2.082
H 2.784 3.025 1.538
H 4.425 2.346 1.334
H 2.996 1.356 0.978
C -5.203 6.703 -2.662
O -4.780 5.656 -1.789
C -4.809 5.978 -0.493
O -5.151 7.038 -0.037
O -4.394 4.920 0.205
C -4.373 5.121 1.620
H -5.133 6.317 -3.675
H -6.236 6.981 -2.458
H -4.552 7.570 -2.567
H -5.372 5.337 1.995
H -3.688 5.926 1.885
H -4.019 4.194 2.063
C 8.610 -1.439 3.202
O 7.724 -2.459 2.740
C 6.450 -2.280 3.099
O 6.023 -1.363 3.751
O 5.736 -3.292 2.607
C 4.341 -3.230 2.917
H 9.603 -1.699 2.847
H 8.329 -0.470 2.792
H 8.620 -1.401 4.290
H 3.889 -2.331 2.501
H 4.183 -3.265 3.994
H 3.875 -4.102 2.465
C -1.949 -7.448 -0.792
O -3.301 -7.907 -0.751
C -4.092 -7.207 0.063
O -3.759 -6.262 0.732
O -5.315 -7.735 0.008
C -6.275 -7.080 0.839
H -1.417 -8.095 -1.483
H -1.901 -6.423 -1.156
H -1.487 -7.523 0.192
H -6.398 -6.040 0.538
H -5.984 -7.140 1.886
H -7.218 -7.602 0.702
C 1.287 0.901 -7.655
O 1.178 1.332 -6.299
C 2.343 1.373 -5.643
O 3.419 1.085 -6.102
O 2.104 1.788 -4.401
C 3.271 1.882 -3.571
H 0.283 0.911 -8.071
H 1.915 1.582 -8.227
H 1.682 -0.112 -7.707
H 3.975 2.600 -3.981
H 3.740 0.904 -3.463
H 2.946 2.220 -2.602
```

- Kohn-Sham gap: 7.6 eV